The following is a DFT calculation (the ωB97M-V functional and the def2-TZVPD basis) of a cluster of 7 separate species, C16H36Br2O9 in total.

Computed properties:
Spin multiplicity ... 1
Total energy ... -175683.3439 eV
Gap between HOMO and LUMO ... 8.515 eV
Lowest unoccupied orbital energy ... -1.5 eV
M ... 532.26 u
SMILES ... C[C@H](Br)CC1=C(C[C@@H](C)Br)C(=O)OC1=O.CO.CO.CO.CO.CO.CO

Last column: natural (NBO) charge in e.
CARTESIAN COORDINATES (ANGSTROEM)
C (-4.96884, -0.62386, -0.46192)  -0.64
C (-3.64152, 0.33436, -0.43262)  -0.22
Br (-4.27669, 2.05496, 0.41258)  -0.03
C (-3.19664, 0.51493, -1.96156)  -0.50
C (-1.73052, 1.10820, -2.17105)  -0.04
C (-0.44806, 0.69021, -1.72551)  -0.07
C (-0.14322, -0.58852, -0.82094)  -0.48
C (1.38194, -1.14266, -0.97578)  -0.21
C (2.39834, -0.42903, 0.05782)  -0.65
Br (1.33044, -3.09060, -0.42798)  -0.07
C (0.50629, 1.77559, -2.39792)  0.80
O (1.76071, 1.77631, -2.43826)  -0.57
O (-0.26688, 2.84365, -2.99950)  -0.51
C (-1.62444, 2.40337, -3.09012)  0.77
O (-2.52260, 2.92820, -3.79965)  -0.51
H (-5.76174, -0.29326, 0.29894)  0.24
H (-5.43260, -0.47246, -1.51448)  0.21
H (-4.65596, -1.71715, -0.36026)  0.23
H (-2.87132, -0.16705, 0.24269)  0.23
H (-3.96786, 1.21992, -2.45774)  0.27
H (-3.22376, -0.52253, -2.46760)  0.25
H (-0.90318, -1.42753, -1.04993)  0.26
H (-0.26453, -0.27868, 0.27835)  0.25
H (1.75334, -1.12102, -2.05902)  0.27
H (1.88198, -0.19522, 1.06058)  0.21
H (3.30634, -1.08882, 0.27585)  0.24
H (2.75904, 0.56879, -0.37346)  0.25
C (3.99022, -5.15821, -3.34318)  -0.24
O (3.06977, -5.80648, -2.48002)  -0.73
H (4.25193, -5.83913, -4.15378)  0.18
H (3.53234, -4.25778, -3.76137)  0.16
H (4.89378, -4.89390, -2.78766)  0.16
H (2.85520, -5.18344, -1.77321)  0.47
C (-0.52353, -3.94820, 2.73352)  -0.25
O (-1.46785, -4.24466, 1.71522)  -0.73
H (-0.03767, -3.00087, 2.49853)  0.19
H (-1.03544, -3.86353, 3.69568)  0.16
H (0.22928, -4.73932, 2.77818)  0.16
H (-1.88244, -5.08566, 1.94665)  0.46
C (-1.16663, 4.34587, 2.18210)  -0.26
O (-1.28848, 2.93074, 2.21021)  -0.74
H (-0.92616, 4.69855, 3.18524)  0.20
H (-0.36597, 4.63364, 1.49602)  0.16
H (-2.11245, 4.78884, 1.85968)  0.17
H (-1.50184, 2.64530, 1.31183)  0.47
C (4.25670, 0.47302, 3.17306)  -0.25
O (4.21536, 0.98424, 1.84921)  -0.72
H (4.18556, -0.61450, 3.13267)  0.18
H (5.19921, 0.75593, 3.64848)  0.17
H (3.41540, 0.86904, 3.74782)  0.16
H (4.27980, 1.94595, 1.91308)  0.47
C (-4.15072, 4.10524, 5.38456)  -0.24
O (-3.25637, 4.67056, 4.43884)  -0.73
H (-4.49147, 4.89054, 6.06006)  0.18
H (-5.01197, 3.67543, 4.86659)  0.16
H (-3.63734, 3.33094, 5.96048)  0.16
H (-2.97031, 3.95508, 3.85406)  0.47
C (3.47048, -0.58417, -4.60768)  -0.25
O (3.35519, -0.16406, -3.25719)  -0.75
H (3.93331, -1.57163, -4.63153)  0.18
H (2.47774, -0.63959, -5.06308)  0.16
H (4.09592, 0.12093, -5.16112)  0.17
H (2.94140, 0.71522, -3.26346)  0.49

The following is a DFT calculation (the ωB97M-V functional and the def2-TZVPD basis) of a cluster of 7 separate species, C16H36NO14 in total.

Computed properties:
Net charge ... -1
Spin multiplicity ... 1
Total energy ... -47328.4345 eV
Gap between HOMO and LUMO ... 4.584 eV
Energy above the lowest of the compared OMol25 structures with the same formula, charge and spin ... 20.3 kcal/mol
Lowest unoccupied orbital energy ... 1.2 eV
M ... 466.46 u

Last column: natural (NBO) charge in e.
CARTESIAN COORDINATES (ANGSTROEM)
N (-0.01194, 1.27220, 0.17613)  -0.96
H (-0.44022, 2.20476, 0.03206)  0.42
H (-0.59159, 0.47373, -0.16284)  0.48
H (0.16813, 1.20458, 1.19608)  0.44
H (0.91799, 1.25624, -0.25775)  0.44
C (-2.41263, -4.27333, -0.93779)  -0.51
C (-1.88090, -3.21148, -0.14813)  0.39
C (-1.51327, -1.93236, -0.95407)  0.41
O (-0.76139, -1.11685, -0.35556)  -0.82
C (-1.80489, -1.83921, -2.33024)  -0.49
C (-2.44459, -2.86596, -3.01140)  0.41
C (-2.75032, -4.17269, -2.30126)  0.40
O (-3.30378, -5.14900, -2.84973)  -0.62
O (-2.67193, -2.73840, -4.24064)  -0.64
O (-1.83967, -3.24843, 1.10366)  -0.78
H (-2.54964, -5.21490, -0.42240)  0.20
H (-1.64976, -0.92438, -2.88952)  0.18
C (-4.04307, -0.66400, 1.14011)  -0.08
C (-2.81615, 0.06109, 1.69954)  -0.09
O (-3.05704, 0.38988, 3.06597)  -0.73
O (-4.21467, -1.92130, 1.75463)  -0.75
H (-3.98251, -0.84547, 0.06285)  0.18
H (-4.89872, -0.01026, 1.31549)  0.16
H (-2.63468, 0.94166, 1.06149)  0.12
H (-1.89748, -0.52886, 1.62651)  0.20
H (-2.36965, 1.02145, 3.29851)  0.46
H (-3.51111, -2.52691, 1.44465)  0.51
C (2.40480, -2.97646, 1.61820)  -0.08
C (1.37125, -1.86395, 1.40379)  -0.12
O (0.51245, -1.63830, 2.52942)  -0.77
O (1.79462, -4.25633, 1.58376)  -0.73
H (2.80223, -2.79045, 2.62273)  0.15
H (3.21222, -2.92748, 0.89079)  0.17
H (0.70335, -2.10309, 0.57104)  0.25
H (1.88490, -0.91663, 1.22681)  0.15
H (-0.02290, -2.42812, 2.65980)  0.51
H (0.84518, -4.22277, 1.72516)  0.48
C (-0.50519, 3.65755, -1.84077)  -0.10
C (-0.77386, 4.88317, -2.72069)  -0.08
O (0.06998, 4.93296, -3.84451)  -0.71
O (-1.24330, 3.65217, -0.62054)  -0.73
H (0.54125, 3.62325, -1.50284)  0.17
H (-0.58328, 2.72129, -2.39597)  0.20
H (-0.66521, 5.82283, -2.17862)  0.17
H (-1.83469, 4.81649, -2.99113)  0.17
H (-0.09094, 4.15836, -4.39401)  0.47
H (-1.01520, 4.39850, -0.06007)  0.48
C (1.75731, 1.65491, 3.20897)  -0.10
C (2.09193, 3.02762, 2.63652)  -0.10
O (2.53500, 2.98378, 1.23129)  -0.75
O (0.46855, 1.11854, 2.90561)  -0.75
H (1.92010, 1.63065, 4.29241)  0.18
H (2.51025, 0.93686, 2.86100)  0.18
H (3.06061, 3.37685, 3.00234)  0.18
H (1.39426, 3.84497, 2.80241)  0.19
H (3.48989, 2.94890, 1.24024)  0.47
H (0.59183, 0.16129, 3.03137)  0.53
C (3.18464, -1.22308, -1.89785)  -0.09
C (2.17125, -0.13535, -2.28497)  -0.11
O (2.32169, 0.97991, -1.40794)  -0.75
O (4.49053, -0.76515, -2.22663)  -0.74
H (3.02125, -2.12985, -2.47623)  0.20
H (3.11701, -1.35651, -0.81711)  0.17
H (1.13103, -0.45719, -2.16436)  0.23
H (2.18544, 0.13052, -3.34586)  0.17
H (3.20837, 1.34682, -1.46150)  0.47
H (4.90689, -0.25928, -1.52843)  0.46

The following is a DFT calculation (the ωB97M-V functional and the def2-TZVPD basis) of a structure of composition C16H37BN3O5P3STa.

Computed properties:
Net charge ... -1
Spin multiplicity ... 1
Total energy ... -72826.4093 eV
Gap between HOMO and LUMO ... 5.340 eV
Lowest unoccupied orbital energy ... 2.2 eV
M ... 668.24 u

Last column: natural (NBO) charge in e.
CARTESIAN COORDINATES (ANGSTROEM)
C (-0.42195, -3.98552, 1.99904)  -0.49
C (0.26348, -3.42148, 1.00226)  -0.14
C (1.50475, -2.63781, 1.23404)  -0.93
Ta (1.31662, -0.37523, 0.70324)  1.22
C (-0.24599, -0.28308, 2.33150)  -0.99
C (-1.29487, 0.84355, 2.41128)  -0.37
C (-1.94480, 1.28572, 1.11548)  -0.40
C (-2.77542, 2.53997, 1.35584)  -0.38
C (-3.59171, 3.02446, 0.14562)  -0.40
C (-3.86687, 1.99142, -0.95216)  -0.42
C (-2.77876, 1.91061, -2.02828)  -0.50
S (-3.45368, 1.13427, -3.53981)  0.26
C (-3.45332, -0.54763, -3.17180)  0.25
N (-2.58838, -1.40637, -3.59838)  -0.27
N (-2.92131, -2.62108, -3.09255)  -0.30
C (-3.97236, -2.43843, -2.36972)  0.31
O (-4.37439, -1.17252, -2.38468)  -0.42
B (-0.25051, -0.84311, -1.03474)  0.69
C (-1.72772, -1.41825, -0.86062)  -1.16
O (0.14272, -0.53873, -2.34392)  -1.05
P (1.40536, 2.17648, 0.25494)  0.70
N (0.75219, 3.09283, 1.55096)  -1.15
O (2.98873, 2.75543, 0.22397)  -1.00
P (3.14030, 0.04365, 2.54876)  0.80
O (3.09768, -1.06066, 3.82054)  -0.98
O (4.72408, 0.18848, 1.97970)  -1.00
P (3.11143, -0.94282, -1.11533)  0.22
C (4.51553, -1.92635, -0.34907)  -0.90
C (4.04030, 0.51780, -1.80712)  -0.68
C (3.17988, 1.41167, -2.71138)  -0.62
H (0.02207, -4.03248, 2.98355)  0.18
H (-1.43244, -4.35258, 1.89038)  0.18
H (-0.13331, -3.56830, 0.00614)  0.19
H (1.76547, -2.76790, 2.28412)  0.21
H (2.30381, -3.11292, 0.65392)  0.23
H (0.29096, -0.29266, 3.28527)  0.24
H (-0.77506, -1.23727, 2.33127)  0.24
H (-0.90869, 1.67184, 2.99463)  0.20
H (-2.11911, 0.47700, 3.03538)  0.17
H (-1.24854, 1.49866, 0.30570)  0.20
H (-2.64871, 0.50932, 0.83070)  0.19
H (-2.09737, 3.34299, 1.63776)  0.21
H (-3.42184, 2.38421, 2.21577)  0.19
H (-4.56497, 3.33533, 0.51838)  0.20
H (-3.15073, 3.90122, -0.32653)  0.19
H (-4.10455, 1.00482, -0.56506)  0.21
H (-4.76724, 2.31332, -1.46993)  0.20
H (-1.88498, 1.39654, -1.69491)  0.25
H (-2.55104, 2.92430, -2.34061)  0.23
H (-4.47999, -3.20291, -1.82357)  0.20
H (-1.80283, -2.32924, -1.45808)  0.24
H (-2.46970, -0.70357, -1.21631)  0.21
H (-1.92056, -1.66926, 0.17842)  0.23
H (0.43365, -1.31626, -2.82907)  0.51
H (0.67280, 4.07085, 1.31078)  0.37
H (1.31982, 2.98520, 2.38539)  0.37
H (3.57500, 2.14772, 0.69118)  0.49
H (3.67633, -1.80018, 3.59582)  0.46
H (5.22785, -0.60980, 2.17015)  0.47
H (4.35940, -2.04584, 0.71814)  0.20
H (4.49039, -2.92553, -0.77176)  0.21
H (5.47576, -1.46900, -0.55852)  0.22
H (4.80180, 0.07832, -2.45327)  0.20
H (4.59928, 1.07595, -1.06355)  0.20
H (3.46396, 1.32069, -3.75380)  0.19
H (3.36874, 2.44479, -2.43091)  0.21
H (2.11353, 1.25536, -2.58456)  0.23

The following is a DFT calculation (the ωB97M-V functional and the def2-TZVPD basis) of a cluster of 4 separate species, C16H37BN3O8 in total.

Computed properties:
Net charge ... -1
Spin multiplicity ... 1
Total energy ... -38718.9668 eV
Gap between HOMO and LUMO ... 2.792 eV
Lowest unoccupied orbital energy ... 1.8 eV
M ... 410.30 u

Last column: natural (NBO) charge in e.
CARTESIAN COORDINATES (ANGSTROEM)
C (-5.66687, 3.44120, -1.13118)  -0.24
O (-5.26329, 3.38595, -2.48479)  -0.78
B (-4.10850, 2.53484, -2.66225)  1.12
O (-4.35051, 1.14243, -2.73430)  -0.95
C (-2.60183, 3.05149, -2.79831)  -1.08
C (-2.33999, 3.89534, -1.50568)  -0.46
C (-0.85199, 4.39084, -1.27497)  0.39
N (-0.80886, 5.84575, -1.49384)  -0.85
N (0.12088, 3.74818, -2.11214)  -0.82
N (-0.54678, 4.21614, 0.18752)  -0.85
H (-5.12427, 4.26741, -0.64699)  0.16
H (-6.73607, 3.63536, -1.02032)  0.16
H (-5.35168, 2.52901, -0.60751)  0.17
H (-3.52206, 0.75482, -2.45234)  0.51
H (-2.57094, 3.71229, -3.69220)  0.17
H (-2.98226, 4.80372, -1.52867)  0.14
H (-2.69655, 3.28317, -0.66104)  0.16
H (-1.53939, 6.25365, -0.93771)  0.34
H (-1.04069, 6.02195, -2.46127)  0.36
H (0.98401, 4.26446, -1.99090)  0.35
H (0.29497, 2.83198, -1.71612)  0.37
H (-0.69464, 3.22119, 0.32882)  0.34
H (-1.36173, 4.62173, 0.64089)  0.33
O (-2.66498, -1.16656, -2.05607)  -0.57
C (-1.95806, -1.67696, -2.87443)  0.80
O (-0.63146, -1.65925, -2.68551)  -0.51
C (0.29670, -2.38724, -3.48563)  -0.06
C (0.68293, -1.60722, -4.72446)  -0.64
C (-2.52201, -2.24461, -4.14757)  -0.75
H (-0.08478, -3.38380, -3.71876)  0.16
H (1.17606, -2.52827, -2.85699)  0.19
H (-0.17646, -1.42942, -5.37131)  0.21
H (1.44063, -2.14686, -5.29605)  0.20
H (1.08010, -0.63144, -4.44482)  0.24
H (-2.64141, -1.43731, -4.86941)  0.26
H (-3.49901, -2.66919, -3.92644)  0.24
H (-1.92091, -3.04254, -4.58093)  0.20
O (1.73900, 0.92579, -1.05618)  -0.57
C (1.57160, 0.48640, 0.04572)  0.80
O (1.72180, 1.30096, 1.10057)  -0.50
C (1.35036, 0.93358, 2.42547)  -0.07
C (2.45909, 0.16934, 3.11896)  -0.64
C (1.28924, -0.97391, 0.26821)  -0.75
H (0.40567, 0.38723, 2.42720)  0.17
H (1.16640, 1.87228, 2.94715)  0.20
H (2.67929, -0.77013, 2.61115)  0.23
H (2.18319, -0.05422, 4.15145)  0.20
H (3.37962, 0.75459, 3.12081)  0.21
H (2.23112, -1.52289, 0.28273)  0.25
H (0.68019, -1.32686, -0.56301)  0.26
H (0.72804, -1.18647, 1.17592)  0.21
O (3.42884, -3.31336, 2.21619)  -0.57
C (3.23642, -3.77003, 3.30680)  0.80
O (3.38154, -2.97769, 4.37897)  -0.50
C (2.99599, -3.35339, 5.70212)  -0.07
C (4.09499, -4.12517, 6.40250)  -0.64
C (2.92431, -5.23003, 3.49979)  -0.74
H (2.04785, -3.89299, 5.69312)  0.18
H (2.81652, -2.41734, 6.22928)  0.20
H (4.31478, -5.06385, 5.89278)  0.21
H (3.80935, -4.35025, 7.43074)  0.22
H (5.01657, -3.54275, 6.41387)  0.22
H (3.85644, -5.79285, 3.52365)  0.24
H (2.32952, -5.56490, 2.65272)  0.25
H (2.34398, -5.44331, 4.39502)  0.21